*a*
The following is a DFT calculation (ωB97M-V/def2-TZVPD) of a molecular structure, C5H5ClFN.

```
13
Properties=species:S:1:pos:R:3:nbo_charge:R:1
C -0.33951 0.35944 -0.01112 0.373
C 0.58731 -0.40956 1.01061 -0.156
C 0.59846 -0.41662 -0.98563 -0.163
C 1.90337 0.27139 -0.66606 -0.181
C 1.90186 0.26849 0.67024 -0.178
H 0.37125 -0.61308 2.04636 0.226
H -0.28161 -1.99431 0.02484 0.359
H 0.36738 -0.65238 -1.99150 0.221
H 2.63311 0.57193 -1.40759 0.229
H 2.63153 0.69179 1.33253 0.226
N 0.62854 -1.53350 -0.00234 -0.565
F -0.35312 1.70457 -0.00625 -0.329
Cl -2.05014 -0.17938 -0.00237 -0.060
```

Calculated values
LUMO energy (eV): 0.9
Charge: 0
Gap between HOMO and LUMO (eV): 10.70


*b*
The following is a DFT calculation (ωB97M-V/def2-TZVPD) of 2 unconnected molecules or ions with the total composition C5H5ClFN.

```
13
Properties=species:S:1:pos:R:3:nbo_charge:R:1
C -1.02088 2.09428 -0.05666 -0.643
C -0.06195 0.97228 0.19249 -0.090
C 1.31361 1.14326 0.11951 -0.337
C 1.66507 -0.28072 -0.14707 0.516
C -0.61508 -0.32498 0.03449 -0.032
H -1.50792 2.57589 0.93137 0.234
H -0.43583 3.13129 -0.57383 0.215
H -1.76195 1.54751 -0.88883 0.236
H 2.11681 1.82578 -0.11197 0.258
H 0.52189 -2.06270 0.99895 0.374
N 0.54012 -1.08711 -0.30570 -0.494
F 2.98923 -0.66599 0.06162 -0.323
Cl -2.19421 -0.88464 0.02195 0.083
```

Calculated values
LUMO energy (eV): -1.4
Charge: 0
Gap between HOMO and LUMO (eV): 6.57


Most stable = *a*


*a*
The following is a DFT calculation (ωB97M-V/def2-TZVPD) of 2 unconnected molecules or ions with the total composition C5H14NO.

```
21
Properties=species:S:1:pos:R:3:nbo_charge:R:1
C -2.10705 0.60532 -1.42438 -0.414
N -0.70984 0.05770 -1.43583 -0.520
C 0.32265 1.06776 -1.85746 -0.411
H -2.77566 -0.19468 -1.16408 0.242
H -2.15204 1.37056 -0.64837 0.231
H -2.34598 0.98626 -2.41130 0.228
H -0.64415 -0.73041 -2.07451 0.422
H -0.53705 -0.32605 -0.48139 0.470
H -0.02453 1.52117 -2.77201 0.228
H 1.25135 0.56508 -2.00861 0.233
H 0.40415 1.81999 -1.08447 0.228
O -0.96789 -1.10279 0.97569 -0.602
C -0.29671 -1.29884 1.96132 0.505
C 1.03340 -0.70024 2.29207 -0.525
C 1.81500 -0.16638 1.10030 -0.615
H -0.68442 -1.98060 2.71878 0.142
H 1.56781 -1.49713 2.81839 0.246
H 0.80791 0.05785 3.03673 0.260
H 1.76632 -0.85282 0.27002 0.202
H 2.84454 -0.00933 1.39415 0.248
H 1.43218 0.80759 0.79497 0.201
```

Calculated values
LUMO energy (eV): -2.8
Charge: +1
Gap between HOMO and LUMO (eV): 11.36


*b*
The following is a DFT calculation (ωB97M-V/def2-TZVPD) of 2 unconnected molecules or ions with the total composition C5H14NO.

```
21
Properties=species:S:1:pos:R:3:nbo_charge:R:1
C -1.98467 -1.83075 2.40540 -0.442
C -0.02318 -0.44184 2.07966 0.143
N -0.57076 -1.60720 2.14316 -0.382
H -2.07892 -2.28426 3.39763 0.256
H -2.36569 -2.54951 1.65433 0.253
H -2.54118 -0.86269 2.27855 0.243
H -0.65261 0.44563 2.21761 0.236
H 1.01751 -0.35247 1.88048 0.240
H -0.00285 -2.40104 1.96236 0.437
C 0.51913 0.36095 -2.41708 -0.057
O 0.56891 0.58942 -3.84793 -0.709
C 0.99205 1.61413 -1.69025 -0.425
C 0.97293 1.43363 -0.16169 -0.611
H -0.54110 0.11730 -2.12300 0.148
H 1.18897 -0.50407 -2.15265 0.153
H 0.23138 -0.22660 -4.24298 0.472
H 2.01080 1.81402 -2.02443 0.224
H 0.36187 2.47697 -2.02429 0.225
H 1.63907 0.60900 0.13210 0.184
H 1.31768 2.34900 0.37225 0.238
H -0.05935 1.25037 0.16076 0.175
```

Calculated values
LUMO energy (eV): -5.3
Charge: +1
Gap between HOMO and LUMO (eV): 7.64


*c*
The following is a DFT calculation (ωB97M-V/def2-TZVPD) of 2 unconnected molecules or ions with the total composition C5H14NO.

```
21
Properties=species:S:1:pos:R:3:nbo_charge:R:1
C 0.83742 0.26996 1.62011 -0.219
C 0.95645 1.17768 0.32934 -0.468
C -0.03095 0.80176 -0.84198 0.041
C -1.13101 1.48923 -1.00395 -0.429
C 0.70205 -0.01889 -1.96825 -0.650
N -0.56763 -0.29304 1.52436 -0.774
H 0.88397 0.67812 2.72418 0.246
H 1.45690 -0.63447 1.60124 0.223
H 0.73266 2.22658 0.62124 0.242
H 1.92671 1.04865 -0.04191 0.240
H -1.40311 2.17449 -0.30799 0.196
H -1.51583 1.61824 -1.96733 0.225
H 0.00616 -0.22316 -2.80557 0.249
H 1.29635 -0.69914 -1.33118 0.222
H 1.36606 0.77822 -2.25290 0.233
H -0.77668 -1.36185 1.16748 0.487
H -1.07865 0.29848 0.79471 0.454
H -1.12401 -0.26199 2.40183 0.429
H -0.23143 -3.46207 -0.08006 0.504
H -1.57988 -2.93376 -0.24751 0.496
O -0.72553 -2.67304 0.06413 -0.947
```

Calculated values
LUMO energy (eV): -3.1
Charge: +1
Gap between HOMO and LUMO (eV): 10.62


*d*
The following is a DFT calculation (ωB97M-V/def2-TZVPD) of 2 unconnected molecules or ions with the total composition C5H14NO.

```
21
Properties=species:S:1:pos:R:3:nbo_charge:R:1
C -2.48960 -1.75434 -1.32518 -0.604
C -1.61567 -0.87878 -0.41669 -0.419
C -0.15814 -0.84643 -0.78020 -0.439
C 0.81252 -0.27104 0.20657 -0.233
C -0.16152 1.56530 1.39006 0.128
N 0.55149 1.21392 0.39481 -0.383
H -3.38676 -1.22016 -1.59079 0.228
H -1.89463 -1.92819 -2.22869 0.207
H -2.73530 -2.73938 -0.97036 0.228
H -2.03266 0.11335 -0.33996 0.193
H -1.87690 -1.11374 0.62689 0.205
H 0.16473 -1.92327 -0.78483 0.242
H -0.13051 -0.46659 -1.81033 0.236
H 0.74031 -0.70146 1.21717 0.220
H 1.87586 -0.47357 0.02936 0.258
H -0.29057 2.62360 1.53561 0.235
H -0.55304 0.74997 1.99155 0.235
H 1.18081 1.75865 -0.19040 0.461
H 3.62749 2.78188 1.23684 0.482
H 4.63326 1.67057 0.75558 0.495
O 3.73885 1.83972 1.05299 -0.974
```

Calculated values
LUMO energy (eV): -4.9
Charge: +1
Gap between HOMO and LUMO (eV): 9.81


Most stable = *a*


*a*
The following is a DFT calculation (ωB97M-V/def2-TZVPD) of a molecular structure, C5H13N3.

```
21
Properties=species:S:1:pos:R:3:nbo_charge:R:1
C -0.87715 -0.36711 -0.30855 0.425
C -1.12033 -0.37078 -1.78842 -0.658
C 0.49230 2.50189 0.39972 -0.412
C 1.49816 -2.06623 0.75467 -0.413
N 0.72444 1.28382 -0.34802 -0.664
N -2.00111 -0.36929 0.47175 -0.797
C 0.39171 -0.00925 0.36029 0.045
N 0.76008 -1.23612 -0.16233 -0.574
H 1.66460 1.20817 -0.72297 0.362
H -1.87717 -0.45266 1.47146 0.392
H -2.86686 -0.69798 0.06641 0.382
H 0.32062 0.12989 1.46203 0.137
H -0.15010 -0.42106 -2.27603 0.263
H -1.71861 -1.23982 -2.06704 0.211
H -1.65641 0.52736 -2.09171 0.224
H -0.58321 2.61303 0.56359 0.186
H 0.97654 2.50377 1.38796 0.160
H 0.86251 3.36125 -0.16024 0.205
H 1.08309 -2.08225 1.78050 0.150
H 1.53468 -3.08839 0.37156 0.195
H 2.54222 -1.72824 0.83536 0.183
```

Calculated values
LUMO energy (eV): 1.0
Charge: 0
Gap between HOMO and LUMO (eV): 8.19


*b*
The following is a DFT calculation (ωB97M-V/def2-TZVPD) of 2 unconnected molecules or ions with the total composition C5H13N3.

```
21
Properties=species:S:1:pos:R:3:nbo_charge:R:1
C 0.19749 -0.13545 0.35922 0.370
C -0.12365 0.74421 -0.74360 -0.385
C 0.73512 0.46382 1.63096 -0.671
C -2.37385 -1.25355 -0.24824 -0.440
N -1.80777 -0.05329 0.32236 -0.747
N 0.57631 -1.42840 0.10954 -0.835
C 1.64040 1.14198 -1.19462 0.094
N 2.22221 2.17391 -0.74338 -0.674
H -1.98670 -0.03158 1.32444 0.331
H 1.34849 -1.82141 0.62473 0.399
H 0.28063 -1.83939 -0.76391 0.395
H 3.11691 2.38075 -1.20453 0.338
H -0.44804 1.74710 -0.49843 0.248
H -0.45672 0.30690 -1.67852 0.216
H 2.08616 0.49310 -1.97377 0.127
H -0.04326 0.49568 2.39692 0.235
H 1.08234 1.49365 1.50244 0.255
H 1.58305 -0.09500 2.03498 0.215
H -1.97991 -2.19012 0.19122 0.159
H -3.46460 -1.29811 -0.11908 0.202
H -2.18461 -1.29478 -1.32873 0.167
```

Calculated values
LUMO energy (eV): 0.9
Charge: 0
Gap between HOMO and LUMO (eV): 8.40


*c*
The following is a DFT calculation (ωB97M-V/def2-TZVPD) of a single C5H13N3 molecule.

```
21
Properties=species:S:1:pos:R:3:nbo_charge:R:1
C 2.27175 -1.27789 0.35789 -0.620
C 1.86043 0.18678 -0.21550 -0.209
C -0.26654 1.48405 -0.43997 -0.238
C -1.44240 1.77920 0.59024 -0.666
C -1.38098 -1.35122 0.20477 0.271
H 1.60603 -2.12358 0.16419 0.229
H 3.24545 -1.96216 0.10477 0.217
H 2.25815 -1.15489 1.31761 0.193
H 2.17700 1.03065 0.49946 0.213
H 2.18707 0.52177 -1.37581 0.176
H -0.56134 1.33792 -1.48775 0.177
H 0.57489 2.33343 -0.45984 0.200
H -0.98776 1.76105 1.76264 0.239
H -2.03353 0.59546 0.60647 0.232
H -2.25205 2.65179 0.25157 0.240
H -1.00643 -0.37436 -1.50734 0.294
H -0.88886 -1.57087 1.26693 0.172
H -2.80248 -1.54616 -1.04460 0.316
N 0.40448 0.21652 -0.00382 -0.308
N -0.32641 -0.78857 -0.56387 -0.458
N -2.63650 -1.74892 -0.02805 -0.671
```

Calculated values
LUMO energy (eV): 1.0
Charge: 0
SMILES: [H]/N=C\NN(CC)CC
Gap between HOMO and LUMO (eV): 10.13


Most stable = *a*


*a*
The following is a DFT calculation (ωB97M-V/def2-TZVPD) of a molecular structure, C3H3NO3.

```
10
Properties=species:S:1:pos:R:3:nbo_charge:R:1
C 0.16654 0.48966 -0.85244 -0.526
C -0.47724 -0.88447 -0.91360 0.739
C 0.14172 0.24374 0.61806 0.565
O -1.17240 -0.44942 0.74507 -0.386
O 0.69563 1.03668 1.56729 -0.650
N 0.17071 -1.16057 0.65552 -0.228
O -0.86981 -1.67224 -1.70333 -0.502
H 0.66520 0.57366 2.42018 0.503
H 1.15736 0.53590 -1.30548 0.248
H -0.47771 1.28705 -1.23129 0.238
```

Calculated values
LUMO energy (eV): 0.5
Charge: 0
Gap between HOMO and LUMO (eV): 10.34


*b*
The following is a DFT calculation (ωB97M-V/def2-TZVPD) of a single C3H3NO3 molecule.

```
10
Properties=species:S:1:pos:R:3:nbo_charge:R:1
C 0.06779 0.75033 0.09101 0.081
C -1.30706 0.74812 0.08742 -0.073
C 0.51961 -0.53122 -0.07431 0.512
H 1.91990 1.82581 0.12166 0.506
H -2.19196 1.57799 -0.02602 0.239
H 1.70793 -2.06544 0.09119 0.521
N -1.74542 -0.48284 -0.02342 -0.130
O 0.84506 1.83515 -0.08035 -0.697
O -0.65036 -1.25972 -0.03729 -0.304
O 1.69281 -1.04566 0.03670 -0.655
```

Calculated values
LUMO energy (eV): 0.2
Charge: 0
SMILES: Oc1cnoc1O
Gap between HOMO and LUMO (eV): 8.63


*c*
The following is a DFT calculation (ωB97M-V/def2-TZVPD) of a single C3H3NO3 molecule.

```
10
Properties=species:S:1:pos:R:3:nbo_charge:R:1
N -0.45308 -0.25977 -1.16909 -0.756
C 0.30414 -0.14242 -0.21183 0.490
O -0.06151 0.15913 1.07249 -0.513
C -1.39352 0.52607 1.16941 0.660
O -2.17043 -0.11638 1.80371 -0.496
C 1.79575 -0.33655 -0.38519 0.366
O 2.64250 -0.06954 0.42187 -0.453
H -1.04219 -0.48524 -1.92972 0.450
H -1.60105 1.46855 0.62903 0.127
H 1.97938 -0.74384 -1.40068 0.123
```

Calculated values
LUMO energy (eV): -0.3
Charge: 0
SMILES: [H]/N=C(\C=O)OC=O
Gap between HOMO and LUMO (eV): 9.70


*d*
The following is a DFT calculation (ωB97M-V/def2-TZVPD) of a single C3H3NO3 molecule.

```
10
Properties=species:S:1:pos:R:3:nbo_charge:R:1
N 0.12951 0.51120 -0.23522 -0.700
C -0.49667 -0.61189 0.25573 0.560
O 0.09846 -1.53355 0.76001 -0.526
C 1.56528 0.51777 -0.25636 0.558
O 2.22637 0.67480 0.72547 -0.449
C -2.02352 -0.62350 0.06479 0.337
O -2.67480 -1.59121 0.34336 -0.426
H -0.36486 1.19032 -0.80021 0.411
H 2.00154 0.32658 -1.25083 0.124
H -2.49407 0.29288 -0.35187 0.110
```

Calculated values
LUMO energy (eV): -0.5
Charge: 0
SMILES: O=CNC(=O)C=O
Gap between HOMO and LUMO (eV): 9.81


Most stable = *d*